42
Properties=species:S:1:pos:R:3:forces:R:3 method="wB97M-V/def2-TZVPD" orbital_gap_ev="6.273 / 6.241" s2=0.75 e_lumo_ev="-0.592 / -0.543" charge=0 homo_ha="-0.252 / -0.249" spin_multiplicity=2
O -0.123410 -0.050185 -3.340435 -0.6 0.3 -0.2
H -0.319109 0.230550 -4.251032 0.2 -0.2 0.7
Cu 0.334152 -0.190613 -0.312240 0.7 0.6 0.8
N 0.460048 1.404939 0.776562 1.9 2.5 -0.6
N 1.819366 0.669634 -1.164980 1.5 2.3 0.4
N -0.853915 -1.149712 0.859184 -1.9 -2.5 0.8
N 0.272894 -1.928766 -1.140708 -0.4 -2.9 -0.3
O -0.239292 1.614311 1.850479 -0.6 -0.3 0.7
O -1.270720 -0.637230 2.028137 0.0 -0.4 -0.5
O 1.184981 -2.289020 -2.087657 -0.5 0.2 0.2
O 2.566339 0.019265 -1.994905 -0.2 0.0 -0.4
C 2.117681 1.926604 -0.751503 0.0 -2.9 -1.7
C 1.397613 2.305323 0.419348 -2.8 -1.7 1.5
C -1.203025 -2.398916 0.542667 0.1 3.2 1.7
C -0.584478 -2.836651 -0.677407 2.5 1.6 -2.1
C 1.655165 3.469313 1.307905 0.1 0.3 0.0
H 1.941731 3.111930 2.305525 -0.2 0.0 -0.1
H 0.759241 4.091812 1.427661 0.1 -0.2 0.0
H 2.464233 4.096453 0.927490 -0.1 -0.1 0.0
C 3.160351 2.749210 -1.411463 0.2 0.3 0.1
H 2.946252 2.881313 -2.477368 0.1 -0.2 0.1
H 4.158332 2.311088 -1.306738 -0.1 0.0 -0.1
H 3.176452 3.741814 -0.955418 0.1 -0.1 -0.1
C -2.010054 -3.266963 1.437607 -0.2 -0.1 0.0
C -0.802597 -4.178503 -1.277705 0.1 -0.2 0.0
H -2.581166 -2.658613 2.142321 0.1 -0.1 -0.1
H -1.350657 -3.930144 2.014086 -0.1 0.1 -0.1
H -2.692112 -3.893628 0.853611 0.1 0.1 0.1
H -0.213878 -4.293218 -2.190791 -0.1 0.0 0.2
H -1.866392 -4.319743 -1.510043 0.2 0.1 0.0
H -0.528444 -4.964534 -0.563873 0.0 0.1 -0.1
H -0.883154 0.367533 2.012351 0.0 0.3 0.2
H 1.780585 -1.455748 -2.183036 -0.3 -0.1 0.0
C -1.007127 0.645078 -2.445010 0.0 0.2 -1.2
H -0.469620 1.464528 -1.950993 -0.2 -0.1 0.0
H -1.427838 -0.065643 -1.719456 0.0 0.2 -0.2
H -1.831909 1.073698 -3.031172 0.0 0.0 0.4
O -4.038130 2.239580 -0.096586 0.1 0.1 -1.0
H -4.449152 1.842454 -0.889552 0.2 0.3 0.6
H -3.419296 2.891992 -0.474064 -0.3 -0.4 0.4
O 3.632375 -1.653722 1.316299 -1.6 0.6 -0.5
C 2.602386 -1.286172 1.000303 1.7 -0.7 0.6



100
Properties=species:S:1:pos:R:3:forces:R:3 method="wB97M-V/def2-TZVPD" orbital_gap_ev=5.731 smiles="C=Cc1cccc2c1Sc1c(cc(P(N)O)c(Br)c1N=C=S)N2COCCOCCOCC.O=C1C=C(O)C(=O)C=C1O.O=C1C=C(O)C(=O)C=C1O.O=C1C=C(O)C(=O)C=C1O" e_lumo_ev=-1.581 charge=0 homo_ha=-0.269
C -1.555242 1.472771 3.645685 -0.2 0.4 0.1
C -1.258522 2.817432 3.633283 0.1 -0.6 -0.1
C -0.481361 3.533190 2.622052 1.9 0.0 1.0
C 0.286174 4.643867 3.018054 -0.3 -0.1 -0.4
C 1.002771 5.389455 2.099535 -0.3 0.0 0.5
C 0.979344 5.052968 0.753766 0.2 0.2 0.2
C 0.251795 3.952504 0.322775 0.1 0.5 0.3
C -0.461367 3.202895 1.261056 -0.1 -0.7 -0.4
S -1.361925 1.789413 0.624365 0.1 -0.3 0.1
C -0.194847 1.263739 -0.607892 -0.1 0.8 0.1
C 0.479006 2.259136 -1.320670 0.5 -0.4 -0.4
C 1.423176 1.886160 -2.268512 -0.3 -0.1 0.4
C 1.684960 0.542957 -2.510888 0.9 0.3 -0.3
P 2.966698 0.050152 -3.758854 -0.5 -1.2 -1.0
N 4.308447 -0.437209 -2.772192 -0.4 0.9 0.4
O 3.490405 1.474589 -4.389377 0.2 -0.2 1.0
C 1.012579 -0.445536 -1.808573 -0.4 0.3 0.2
Br 1.357027 -2.292256 -2.055047 0.1 0.0 -0.1
C 0.072262 -0.080453 -0.852140 -0.6 -0.1 0.0
N -0.647988 -1.077021 -0.095361 1.0 0.2 0.1
C -0.149390 -1.371615 0.970880 -0.5 0.1 0.1
S 0.445216 -1.663556 2.380288 -0.1 -0.3 0.0
N 0.251833 3.649248 -1.082453 -0.7 -0.4 0.5
C -0.928219 4.182927 -1.784094 -0.2 0.3 -0.8
O -1.781835 3.176155 -2.287333 0.1 -0.1 0.1
C -3.153241 3.454805 -2.070766 0.3 -0.2 0.0
C -4.019947 2.321420 -2.557504 -0.7 0.1 0.5
O -3.894868 1.166748 -1.736362 1.2 -0.4 -1.8
C -3.905686 -0.008482 -2.532433 0.5 -0.3 -0.1
C -3.317997 -1.160563 -1.731292 -0.3 -0.1 0.0
O -4.217811 -2.251220 -1.675052 -0.3 0.1 0.1
C -3.727173 -3.279637 -0.836892 0.7 -0.2 -0.2
C -2.586338 -4.095752 -1.490491 -0.1 0.4 0.1
H -0.830996 0.677221 3.790023 0.4 0.0 -1.9
H -2.594719 1.164405 3.507164 -0.2 0.0 2.0
H -1.599641 3.430095 4.471196 -1.5 0.4 -1.0
H 0.305273 4.900674 4.070659 0.0 0.0 0.0
H 1.552341 6.244294 2.474393 0.1 0.0 -0.3
H 1.540400 5.665757 0.059021 -0.1 -0.2 -0.2
H 1.963152 2.660921 -2.799212 -0.1 0.0 -0.1
H 4.580389 0.357878 -2.185729 0.2 -0.1 0.0
H 3.968058 -1.118010 -2.092888 0.1 -0.3 -0.2
H 4.040762 1.928177 -3.731292 0.0 0.3 -0.3
H -0.608464 4.769435 -2.654027 0.2 0.0 0.1
H -1.488766 4.853048 -1.125666 0.2 -0.1 0.2
H -3.300318 3.588925 -0.993661 -0.1 0.2 0.0
H -3.444027 4.367794 -2.606842 0.0 0.0 0.1
H -3.854897 2.086920 -3.611560 0.3 0.1 0.0
H -5.059298 2.667916 -2.469638 0.0 0.1 -0.1
H -4.910261 -0.244630 -2.903465 0.0 -0.1 0.2
H -3.255791 0.136850 -3.404257 -0.2 0.1 -0.1
H -2.387569 -1.494110 -2.204147 0.1 0.1 0.2
H -3.108471 -0.806635 -0.714885 0.1 0.0 -0.1
H -3.335811 -2.824375 0.081980 -0.3 -0.1 0.1
H -4.549529 -3.949947 -0.594191 -0.2 0.2 0.0
H -2.423229 -3.752644 -2.513778 -0.1 -0.1 0.0
H -2.829903 -5.156383 -1.518224 0.1 0.0 0.0
H -1.647674 -3.934350 -0.958688 0.0 -0.2 0.0
C 5.886046 -1.629427 2.244956 0.1 0.0 0.0
C 4.587266 -1.350087 2.424013 0.2 -0.1 -0.3
C 4.019009 -1.066206 3.793122 0.0 0.0 0.3
O 2.833654 -0.800158 3.880910 0.2 0.0 -0.2
C 4.913144 -1.126939 4.935006 -0.1 0.0 0.0
C 6.210154 -1.409893 4.753202 -0.2 0.1 0.3
C 6.782582 -1.667715 3.385523 0.0 0.0 -0.4
O 7.974623 -1.899934 3.302389 0.0 0.0 0.2
O 7.079440 -1.482479 5.754163 0.1 0.0 -0.2
O 3.722327 -1.303658 1.415563 -0.1 0.1 0.3
H 6.305365 -1.832807 1.269501 0.0 0.0 0.0
H 4.492802 -0.937845 5.912584 0.0 0.0 0.0
H 7.940892 -1.698143 5.346335 0.0 0.0 0.0
H 2.850265 -1.085580 1.802573 0.0 0.0 -0.1
C -6.266892 3.104706 3.310948 0.1 0.0 0.0
C -7.569597 2.811374 3.200040 0.2 0.1 0.3
C -8.146643 2.210926 1.945038 0.1 -0.1 -0.4
O -9.338559 1.958335 1.935050 0.0 0.1 0.2
C -7.259010 1.972891 0.825363 -0.1 0.0 0.0
C -5.953147 2.267771 0.931449 -0.2 -0.1 -0.3
C -5.373767 2.844803 2.197036 -0.1 0.1 0.4
O -4.177227 3.073067 2.225471 0.0 0.0 -0.2
O -5.092147 2.072752 -0.057284 -0.9 0.7 1.6
O -8.442845 3.024150 4.177453 -0.1 -0.1 -0.2
H -5.843005 3.534378 4.207693 0.0 0.0 0.0
H -7.686915 1.556464 -0.075702 0.0 0.0 0.0
H -4.220957 2.356974 0.286280 0.1 -0.3 -0.1
H -9.306440 2.721805 3.833422 0.0 0.0 0.0
C 5.583027 -6.288547 -3.935963 0.1 0.0 0.0
C 4.256994 -6.109049 -3.864349 0.2 -0.1 -0.3
C 3.589722 -5.621097 -2.606786 0.1 0.1 0.4
O 2.382166 -5.463564 -2.624417 0.0 -0.1 -0.2
C 4.415202 -5.365823 -1.440746 -0.1 0.0 0.0
C 5.740711 -5.547763 -1.511656 -0.2 0.1 0.3
C 6.412247 -6.011758 -2.777013 0.0 -0.1 -0.4
O 7.623075 -6.135762 -2.764849 0.0 0.1 0.2
O 6.554124 -5.334210 -0.483590 0.1 -0.1 -0.2
O 3.441454 -6.343822 -4.885599 -0.1 0.1 0.2
H 6.073348 -6.636348 -4.834020 0.0 0.0 0.0
H 3.922416 -5.030646 -0.538571 0.0 0.0 0.0
H 7.453609 -5.538627 -0.806652 0.0 0.0 0.0
H 2.542583 -6.130957 -4.567750 0.0 0.0 0.0